{
  "formula": "C5H7InO3",
  "method": "ωB97M-V/def2-TZVPD",
  "lumo_energy_ev": [-11.243, -14.623],
  "spin_multiplicity": 2,
  "homo_ev": [-21.81, -21.81],
  "mol_weight_g_mol": 229.926,
  "total_charge": 3,
  "de_lowest_ev": 0.0000,
  "s_squared": 0.759,
  "total_energy_ev": -16580.73501,
  "gap_ev": [10.6, 7.2],
  "elements": ["O", "C", "C", "H", "H", "O", "O", "C", "C", "C", "H", "H", "H", "H", "H", "In"],
  "positions_angstrom": [[-0.03219, 0.28995, 2.29072], [-0.80630, 0.58027, 3.11569], [-1.63725, 0.88585, 4.08077], [-1.82357, 1.93493, 4.30558], [-2.10881, 0.08304, 4.64817], [0.26873, 0.00167, -0.45941], [-1.50045, 1.22729, -1.33718], [1.00492, -1.25850, -1.12492], [2.20519, -0.70263, -1.79481], [-0.61873, 0.68335, -0.86841], [1.18769, -1.89583, -0.25498], [0.22950, -1.65045, -1.78842], [1.92832, -0.61964, -2.85685], [2.45823, 0.30062, -1.43205], [3.06762, -1.37308, -1.70585], [-3.82290, 1.51315, -4.81804]]
}